one.
22
Properties=species:S:1:pos:R:3 method="wB97M-V/def2-TZVPD" orbital_gap_ev=6.71 charge=-1
C 0.045 -0.308 0.411
N 0.579 0.996 0.017
C -0.375 2.122 0.135
O -0.328 2.627 1.417
C 0.832 -1.447 -0.218
C 0.114 -2.833 -0.315
C -1.026 -2.767 -1.368
H 0.209 -0.468 1.501
H -0.966 -0.437 0.030
H 1.365 1.227 0.606
H -0.081 2.938 -0.529
H -1.367 1.777 -0.132
H 1.749 -1.753 0.369
H 1.317 -1.203 -1.167
H 0.900 -3.519 -0.657
H -0.350 -3.110 0.638
H -1.784 -1.960 -1.148
H -1.578 -3.695 -1.382
H -0.610 -2.629 -2.373
H 0.152 5.556 1.532
H 0.372 3.970 1.319
O 0.831 4.916 1.315

***

two.
22
Properties=species:S:1:pos:R:3 method="wB97M-V/def2-TZVPD" orbital_gap_ev=7.16 charge=-1
C 1.266 -1.955 -1.485
C 0.679 -1.277 -0.230
N 1.477 -0.091 0.079
C 0.158 0.504 2.124
C 0.680 0.980 0.789
C -0.456 1.528 -0.170
O -1.700 1.609 0.383
H 2.285 -2.307 -1.316
H 1.349 -1.176 -2.254
H 0.634 -2.744 -1.890
H 0.884 -1.916 0.638
H -0.394 -1.211 -0.432
H 1.880 0.328 -0.755
H -0.833 0.952 2.222
H 0.109 -0.582 2.178
H 0.786 0.816 2.966
H 1.446 1.767 0.830
H -0.119 2.560 -0.437
H -0.407 0.959 -1.129
H -2.603 0.984 -0.492
H -3.855 -0.151 -0.539
O -3.267 0.423 -1.079

***

three.
22
Properties=species:S:1:pos:R:3 method="wB97M-V/def2-TZVPD" orbital_gap_ev=7.84 charge=-1
C 1.017 1.151 -1.412
O 1.631 1.778 -0.376
C 1.112 -0.389 -1.476
C -0.177 -1.309 -1.181
C -1.564 -0.701 -0.578
C -1.391 -0.547 0.928
N -1.673 -1.806 1.611
H -0.138 1.306 -1.476
H 1.296 1.612 -2.377
H 1.298 -0.602 -2.540
H 1.911 -0.685 -0.810
H -0.386 -1.941 -2.045
H 0.277 -2.030 -0.494
H -2.335 -1.446 -0.773
H -1.875 0.216 -1.111
H -0.447 -0.077 1.225
H -1.861 0.327 1.386
H -1.451 -1.723 2.606
H -1.016 -2.540 1.337
H 1.625 1.512 2.562
H 1.350 1.731 0.787
O 0.927 1.753 1.947

***

Which is the most stable structure? one is the most stable.

***

one.
8
Properties=species:S:1:pos:R:3 method="wB97M-V/def2-TZVPD" orbital_gap_ev=9.01 smiles="C=NSC=O"
C -2.471 -0.062 0.308
N -1.332 0.443 -0.087
S 0.062 -0.390 -0.234
C 1.373 0.563 -0.067
O 2.476 -0.157 0.295
H -2.708 -1.127 0.498
H -3.268 0.856 0.004
H 1.091 1.666 0.045

***

two.
8
Properties=species:S:1:pos:R:3 method="wB97M-V/def2-TZVPD" orbital_gap_ev=8.60 smiles="O=N[C@H]1CS1"
O 1.476 -2.392 -1.219
N 0.822 -1.293 -1.458
C 1.596 -0.139 -1.048
C 1.279 0.256 0.626
S 3.107 0.561 -0.113
H 0.945 0.692 -1.497
H 0.990 1.205 1.085
H 0.993 -0.665 1.028

***

Which is the most stable structure? one is the most stable.

***

one.
8
Properties=species:S:1:pos:R:3 method="wB97M-V/def2-TZVPD" orbital_gap_ev=9.31 smiles="C1=NCOS1"
C -0.939 1.224 0.005
N 0.191 0.676 -0.101
C 0.102 -0.719 0.123
O -1.221 -1.230 -0.149
S -2.233 0.085 0.050
H -1.094 2.227 0.001
H 0.709 -1.208 -0.613
H 0.361 -0.988 1.296

***

two.
8
Properties=species:S:1:pos:R:3 method="wB97M-V/def2-TZVPD" orbital_gap_ev=8.70 smiles="C=NOC=S"
C 1.696 -0.558 0.046
N 0.902 0.566 -0.308
O -0.456 -0.153 -0.303
C -1.619 0.568 0.019
S -3.075 -0.269 -0.120
H 2.856 -0.211 0.130
H 1.087 -1.589 0.071
H -1.391 1.646 0.463

***

three.
8
Properties=species:S:1:pos:R:3 method="wB97M-V/def2-TZVPD" orbital_gap_ev=9.40 smiles=N#C[C@H](O)S
N 0.870 0.664 1.851
C 0.241 0.143 1.025
C -0.294 -0.620 -0.045
O 0.472 -1.296 -0.911
S -1.126 1.139 -1.058
H -1.262 -0.968 0.142
H 1.362 -1.078 -0.699
H -0.263 2.016 -0.306

***

Which is the most stable structure? one is the most stable.

***

one.
10
Properties=species:S:1:pos:R:3 method="wB97M-V/def2-TZVPD" orbital_gap_ev=9.67 smiles=Oc1cc(Cl)[nH]n1
O -2.200 -0.768 -0.198
C -0.960 -0.286 0.047
C 0.317 -0.980 -0.039
C 1.272 0.020 -0.040
Cl 3.024 -0.284 -0.117
N 0.534 1.239 -0.089
N -0.815 1.111 -0.133
H -2.761 -0.048 0.126
H 0.427 -2.120 0.210
H 1.164 2.116 0.233

***

two.
10
Properties=species:S:1:pos:R:3 method="wB97M-V/def2-TZVPD" orbital_gap_ev=10.34 smiles=Nc1cc(Cl)on1
N 1.408 -0.076 -1.264
C 0.309 -0.224 -0.381
C -0.313 0.769 0.321
C -1.264 0.087 0.958
Cl -2.505 0.651 2.030
O -1.225 -1.175 0.717
N -0.208 -1.405 -0.184
H 1.725 -0.974 -1.605
H 2.164 0.521 -0.923
H -0.091 1.824 0.332

***

Which is the most stable structure? two is the most stable.

***

one.
19
Properties=species:S:1:pos:R:3 method="wB97M-V/def2-TZVPD" orbital_gap_ev=10.18 smiles=OCCCO.O.O
O 1.704 -1.968 -2.081
C 0.667 -1.513 -1.186
C -0.072 -0.280 -1.680
C 0.942 0.925 -1.583
O 0.687 1.997 -2.471
H 2.277 -2.586 -1.613
H 0.032 -2.466 -1.076
H 1.154 -1.505 -0.208
H -0.367 -0.300 -2.734
H -0.877 -0.100 -0.943
H 0.841 1.325 -0.573
H 1.880 0.523 -1.996
H -0.208 2.356 -2.286
O -0.022 0.800 3.305
H 0.831 0.535 2.946
H -0.638 0.612 2.585
O -3.415 0.076 4.244
H -2.531 0.352 3.968
H -3.369 -0.821 4.584

***

two.
19
Properties=species:S:1:pos:R:3 method="wB97M-V/def2-TZVPD" orbital_gap_ev=9.68 smiles="C=CCO.O.O.O"
C 0.681 -1.548 1.236
C -0.326 -1.009 1.935
C -1.639 -0.543 1.368
O -1.415 0.702 0.684
H 1.691 -1.156 1.311
H 0.581 -2.315 0.467
H -0.234 -0.765 2.997
H -2.106 -1.259 0.689
H -2.347 -0.359 2.173
H -1.886 1.356 1.204
O 1.517 2.014 -0.195
H 0.744 2.301 0.303
H 1.921 1.363 0.391
O 1.916 -0.300 -1.734
H 2.175 -0.252 -2.657
H 1.608 0.582 -1.480
O -1.187 -0.065 -2.294
H -0.951 0.020 -1.362
H -0.334 -0.124 -2.736

***

three.
19
Properties=species:S:1:pos:R:3 method="wB97M-V/def2-TZVPD" orbital_gap_ev=9.37 smiles="C=CCO.O.O.O"
C 0.057 -0.354 -2.392
C 1.372 -0.290 -1.999
C 1.950 0.637 -0.980
O 0.979 1.369 -0.182
H -0.215 -0.718 -3.378
H -0.738 -0.045 -1.718
H 2.151 -0.738 -2.595
H 2.609 1.289 -1.587
H 2.600 0.047 -0.336
H 0.530 1.772 -0.908
O -0.653 -1.524 0.654
H 0.243 -1.495 0.977
H -1.155 -1.769 1.447
O -1.887 0.855 0.129
H -2.725 0.801 0.603
H -1.501 -0.018 0.475
O -0.977 -0.045 3.589
H -1.883 -0.315 3.855
H -0.757 0.543 4.347

***

four.
19
Properties=species:S:1:pos:R:3 method="wB97M-V/def2-TZVPD" orbital_gap_ev=9.34 smiles="C=C(C)O.O.O.O"
C 1.973 -1.275 -0.235
C 1.273 -0.337 0.401
C 1.441 1.149 0.196
O 0.279 -0.647 1.305
H 2.960 -0.995 -0.577
H 1.697 -2.320 -0.227
H 0.767 1.488 -0.586
H 1.385 1.658 1.163
H 2.436 1.438 -0.162
H 0.364 -0.007 2.007
O -1.220 -1.626 -1.607
H -0.447 -2.057 -2.008
H -0.977 -1.171 -0.809
O -1.759 0.584 2.975
H -2.656 0.328 3.227
H -1.862 1.497 2.763
O -0.904 1.780 -2.817
H -1.008 0.805 -2.891
H -1.811 2.051 -2.614

***

Which is the most stable structure? four is the most stable.

***

one.
19
Properties=species:S:1:pos:R:3 method="wB97M-V/def2-TZVPD" orbital_gap_ev=9.61 smiles="C=C(C)O.O.O.O"
C -1.178 -0.949 0.566
C -0.058 -0.642 -0.070
C 1.282 -1.247 0.197
O -0.033 0.345 -1.056
H -1.081 -1.646 1.393
H -2.081 -0.378 0.455
H 1.193 -2.092 0.883
H 1.939 -0.513 0.659
H 1.729 -1.600 -0.729
H -0.417 0.000 -1.879
O 0.393 2.339 0.930
H 1.354 2.328 0.950
H 0.138 1.854 0.129
O -1.255 -0.523 -3.401
H -2.009 -1.074 -3.182
H -0.972 -0.746 -4.292
O 0.864 0.315 3.048
H 0.431 0.878 2.375
H 0.134 0.043 3.611

***

two.
19
Properties=species:S:1:pos:R:3 method="wB97M-V/def2-TZVPD" orbital_gap_ev=9.14 smiles="C/C=C/O.O.O.O"
C -2.690 0.153 0.346
C -1.172 0.141 0.184
C -0.652 0.715 -0.902
O 0.481 0.334 -1.550
H -2.965 0.033 1.390
H -3.123 -0.627 -0.270
H -3.073 1.109 0.001
H -0.696 -0.108 1.129
H -1.234 1.491 -1.402
H 1.149 1.054 -1.621
O 2.358 2.337 -1.189
H 2.932 1.738 -0.689
H 2.411 3.176 -0.723
O -0.126 -3.922 1.346
H 0.098 -4.423 0.557
H -0.658 -3.166 1.068
O 2.406 0.373 0.674
H 1.716 -0.214 0.328
H 2.838 -0.197 1.320

***

Which is the most stable structure? one is the most stable.

***

one.
110
Properties=species:S:1:pos:R:3 method="wB97M-V/def2-TZVPD" orbital_gap_ev=10.25 charge=+1
N 27.886 7.895 12.680
H 28.851 7.959 12.596
H 27.676 7.064 12.795
H 27.609 8.328 11.970
H 27.379 8.315 13.641
C 28.944 11.667 7.122
C 29.973 11.835 8.175
C 29.385 11.999 9.591
S 27.855 11.265 9.602
O 26.821 12.067 10.255
O 27.985 9.874 9.967
C 27.596 11.259 7.862
H 28.931 10.824 6.627
H 28.683 12.404 6.491
H 30.667 12.675 7.708
H 30.414 10.855 8.125
H 29.215 13.035 9.982
H 29.899 11.575 10.453
H 26.849 12.047 7.472
H 27.101 10.282 7.395
C 29.435 7.340 6.873
C 30.402 8.040 7.696
C 30.600 7.345 9.035
S 29.249 6.254 9.265
O 28.607 6.610 10.454
O 29.751 4.925 9.026
C 28.390 6.623 7.803
H 30.055 6.523 6.322
H 29.069 7.968 6.135
H 30.037 8.895 7.953
H 31.168 8.308 7.038
H 30.491 8.085 9.845
H 31.566 6.827 9.338
H 27.501 7.200 8.060
H 28.027 5.738 7.519
C 32.179 11.973 13.279
C 32.601 12.063 14.732
C 31.765 11.250 15.511
S 31.327 9.823 14.453
O 29.906 9.711 14.167
O 32.107 8.696 14.902
C 32.026 10.540 12.985
H 32.985 12.429 12.552
H 31.303 12.477 12.890
H 32.693 13.125 15.098
H 33.534 11.510 14.488
H 31.023 11.987 15.702
H 32.161 10.678 16.354
H 31.452 10.225 12.036
H 32.854 9.904 12.812
C 22.749 5.568 16.037
C 21.881 6.921 15.857
C 22.920 7.706 14.994
S 24.639 7.323 15.382
O 25.100 8.338 16.432
O 25.482 7.091 14.203
C 24.207 5.810 16.254
H 22.633 5.079 15.138
H 22.497 5.035 16.965
H 21.623 7.083 16.966
H 20.915 6.848 15.229
H 22.829 8.737 15.273
H 22.762 7.590 13.841
H 24.468 6.016 17.463
H 25.143 5.222 16.239
C 25.026 12.222 14.439
C 26.046 12.486 15.567
C 27.313 11.861 15.103
S 27.195 11.821 13.297
O 26.940 10.518 12.929
O 28.451 12.396 12.724
C 25.699 12.801 13.155
H 24.215 12.642 14.433
H 24.755 11.316 14.159
H 25.633 11.995 16.443
H 26.289 13.526 15.620
H 27.606 10.736 15.136
H 28.084 12.328 15.523
H 25.052 12.649 12.149
H 26.047 14.080 12.946
C 23.930 4.179 9.583
C 23.596 3.484 10.997
C 23.996 4.646 11.971
S 25.517 5.406 11.382
O 26.627 4.859 12.003
O 25.293 6.816 11.402
C 25.343 4.808 9.766
H 23.211 4.997 9.303
H 24.050 3.364 8.874
H 24.317 2.701 11.259
H 22.667 3.287 11.028
H 23.820 4.476 12.972
H 23.145 5.492 12.088
H 26.307 4.353 9.566
H 25.534 5.767 9.151
C 34.076 4.862 13.268
C 33.161 4.063 12.264
C 32.290 5.064 11.545
S 31.955 6.427 12.635
O 30.618 6.254 13.135
O 32.234 7.650 11.910
C 33.083 5.967 13.914
H 35.130 5.212 12.766
H 34.477 4.401 14.191
H 32.384 3.778 12.846
H 33.444 3.426 11.549
H 31.384 4.664 11.327
H 32.923 5.241 10.710
H 32.518 5.726 14.622
H 33.693 6.911 14.137

***

two.
110
Properties=species:S:1:pos:R:3 method="wB97M-V/def2-TZVPD" orbital_gap_ev=10.57 charge=+1
N 0.611 0.388 -0.877
H 0.550 1.287 -1.259
H 0.539 -0.268 -1.516
H -0.149 0.304 -0.188
H 1.481 0.165 -0.354
C 6.912 1.082 2.169
C 6.104 0.019 2.683
C 5.032 -0.440 1.694
S 4.747 0.943 0.689
O 3.381 1.410 0.921
O 5.076 0.577 -0.649
C 5.887 2.015 1.520
H 7.706 0.743 1.375
H 7.664 1.637 2.757
H 5.815 0.239 3.644
H 6.791 -0.865 2.923
H 4.107 -0.698 2.130
H 5.224 -1.249 1.148
H 5.145 2.518 2.186
H 6.332 2.830 0.710
C -1.658 -2.382 3.354
C -0.559 -3.220 4.113
C 0.761 -2.533 3.611
S 0.622 -2.192 1.946
O 0.966 -3.394 1.110
O 1.107 -0.886 1.689
C -1.073 -2.121 1.880
H -1.639 -1.394 3.921
H -2.572 -2.555 3.588
H -0.901 -4.199 3.692
H -0.793 -3.246 5.043
H 1.790 -3.156 3.602
H 0.823 -1.615 4.261
H -1.387 -2.748 1.059
H -1.511 -1.437 1.492
C 2.795 -3.689 -3.843
C 3.483 -2.586 -4.528
C 4.004 -1.573 -3.560
S 3.664 -2.266 -1.946
O 2.476 -1.652 -1.391
O 4.875 -2.460 -1.203
C 3.205 -3.894 -2.416
H 2.671 -4.766 -4.651
H 1.640 -3.386 -3.935
H 2.892 -2.290 -5.422
H 4.409 -3.092 -4.976
H 3.439 -0.802 -3.610
H 5.006 -1.358 -3.787
H 2.466 -4.161 -1.688
H 4.179 -4.442 -2.263
C -3.009 5.428 -2.580
C -1.800 4.516 -2.772
C -0.965 4.648 -1.547
S -2.006 5.215 -0.228
O -1.268 6.215 0.570
O -2.733 4.181 0.525
C -3.206 6.007 -1.250
H -3.931 4.849 -2.844
H -2.904 5.976 -3.505
H -1.404 4.646 -3.648
H -2.248 3.364 -2.612
H -0.006 5.325 -1.788
H -0.503 3.681 -1.218
H -2.925 6.860 -1.276
H -4.067 6.197 -0.906
C -5.751 -0.124 -0.734
C -6.028 1.254 -0.918
C -4.879 1.883 -1.810
S -3.558 0.673 -1.786
O -2.300 1.270 -1.418
O -3.634 -0.287 -2.977
C -4.132 -0.238 -0.475
H -5.984 -0.736 -1.595
H -6.212 -0.548 0.103
H -5.886 1.671 -0.042
H -7.118 1.291 -1.220
H -4.486 2.881 -1.648
H -5.179 1.831 -2.772
H -3.959 0.312 0.414
H -3.869 -1.315 -0.544
C -0.028 4.442 3.754
C 1.426 4.154 4.106
C 1.683 2.878 3.270
S 0.111 2.035 2.986
O 0.074 0.819 3.821
O -0.162 1.996 1.621
C -0.859 3.249 3.800
H 0.009 4.583 2.622
H -0.586 5.148 4.573
H 1.383 3.974 5.167
H 2.200 4.976 4.003
H 2.323 2.101 3.682
H 1.814 3.033 2.228
H -1.009 2.986 4.901
H -1.824 3.478 3.638
C -2.188 -5.705 -1.109
C -3.371 -5.495 -2.176
C -3.246 -3.954 -2.489
S -1.565 -3.420 -2.416
O -1.524 -2.273 -1.554
O -1.122 -3.410 -3.803
C -1.020 -4.806 -1.369
H -2.026 -6.808 -1.053
H -2.428 -5.421 -0.257
H -4.448 -5.797 -1.777
H -3.316 -6.047 -2.942
H -3.904 -3.471 -1.694
H -3.852 -3.565 -3.383
H -0.541 -4.543 -0.554
H -0.160 -5.250 -1.953

***

Which is the most stable structure? two is the most stable.

***

one.
12
Properties=species:S:1:pos:R:3 method="wB97M-V/def2-TZVPD" orbital_gap_ev=10.06 smiles="C#CC(=O)O.C=C=O"
C -1.664 1.336 0.266
C -0.884 1.091 -0.612
C 0.115 0.810 -1.616
O 1.165 1.388 -1.698
O -0.278 -0.160 -2.443
H -2.369 1.554 1.015
H 0.434 -0.372 -3.068
C 0.551 -1.038 2.128
C 0.915 -1.262 0.913
O 1.251 -1.472 -0.181
H 0.605 -0.053 2.552
H 0.159 -1.824 2.744

***

two.
12
Properties=species:S:1:pos:R:3 method="wB97M-V/def2-TZVPD" orbital_gap_ev=8.35
C 1.101 -0.304 0.017
C -0.003 1.665 0.020
C -0.867 0.620 -0.026
C -1.550 -1.205 0.044
C -0.193 -0.608 -0.041
H 1.921 -1.935 -0.432
H -0.031 2.735 0.140
H -1.778 -1.675 1.018
H -1.921 -1.750 -0.777
O 2.229 -0.989 0.060
O 1.282 1.054 -0.032
O -2.150 0.138 -0.031

***

three.
12
Properties=species:S:1:pos:R:3 method="wB97M-V/def2-TZVPD" orbital_gap_ev=9.18 smiles="O=C1OC=CC=CO1"
O 0.513 2.324 2.098
C 0.137 1.583 1.137
O -0.598 0.490 1.717
C -0.566 -0.797 1.047
C -0.429 -1.269 -0.230
C 0.326 -0.566 -1.395
C 0.738 0.695 -1.268
O 0.662 1.558 -0.050
H -1.127 -1.592 1.699
H -0.592 -2.512 -0.100
H 0.125 -1.272 -2.442
H 0.810 1.358 -2.213

***

Which is the most stable structure? one is the most stable.